Below is a molecular structure, C25H29Br2N4OTi in a non-equilibrium geometry, with properties calculated with ωB97M-V/def2-TZVPD.

Total charge = -1
Kohn-Sham gap = 6.92 eV
Largest force on an atom = 1.23 eV/Å
Lowest unoccupied orbital energy = 2.5 eV
HOMO energy = -4.39 eV

```
62
Properties=species:S:1:pos:R:3:nbo_charge:R:1
Ti -0.080 0.852 -0.417 1.366
O 3.373 3.151 0.467 -0.666
C 2.296 2.728 0.047 0.644
N 1.696 1.577 0.416 -0.742
C 2.096 1.117 1.717 -0.269
C 0.849 0.864 2.521 0.270
C 0.905 0.613 3.887 -0.253
C -0.261 0.391 4.588 -0.153
C -1.465 0.429 3.900 -0.262
C -1.443 0.678 2.543 0.067
N -0.313 0.894 1.856 -0.489
C 1.453 3.601 -0.840 0.132
C 1.997 4.692 -1.492 -0.220
C 1.146 5.517 -2.210 -0.167
C -0.207 5.218 -2.234 -0.254
C -0.669 4.099 -1.554 0.057
N 0.153 3.309 -0.863 -0.464
H 2.696 1.880 2.222 0.234
H 2.708 0.214 1.697 0.219
H 1.870 0.597 4.379 0.220
H -0.237 0.195 5.653 0.212
H -2.409 0.264 4.400 0.219
H -2.361 0.714 1.973 0.230
H 3.061 4.866 -1.414 0.234
H 1.534 6.376 -2.744 0.204
H -0.912 5.825 -2.786 0.215
H -1.719 3.809 -1.619 0.269
Br 0.612 1.017 -2.837 -0.449
C -3.590 2.732 -2.030 -0.725
Br -2.700 1.548 -0.452 -0.147
H -3.643 1.914 -2.766 0.134
H -4.584 2.732 -1.553 0.126
C -2.592 -1.355 -2.391 -0.594
C -2.548 -2.349 -1.228 -0.230
C -3.120 -1.845 0.101 -0.587
C -1.180 -2.967 -1.018 0.002
C -1.099 -4.336 -1.238 -0.214
C 0.075 -5.039 -1.052 -0.240
C 1.180 -4.343 -0.608 -0.213
C 1.160 -2.972 -0.366 -0.012
C 2.434 -2.426 0.248 -0.227
C 3.091 -1.268 -0.498 -0.601
C 2.178 -2.202 1.743 -0.595
C -0.033 -2.232 -0.589 0.107
N -0.123 -0.847 -0.468 -0.847
H -3.594 -0.931 -2.492 0.201
H -2.343 -1.876 -3.319 0.200
H -1.888 -0.537 -2.280 0.234
H -3.197 -3.178 -1.528 0.185
H -2.435 -1.157 0.588 0.213
H -3.281 -2.694 0.771 0.193
H -4.070 -1.329 -0.050 0.206
H -1.990 -4.857 -1.569 0.195
H 0.125 -6.105 -1.238 0.199
H 2.108 -4.877 -0.433 0.193
H 3.153 -3.250 0.195 0.187
H 2.473 -0.381 -0.555 0.239
H 3.310 -1.574 -1.523 0.213
H 4.036 -0.999 -0.016 0.193
H 1.338 -1.527 1.901 0.210
H 3.060 -1.802 2.251 0.192
H 1.920 -3.155 2.211 0.206
```

=====

Below is a gas-phase ion, C3H10NS (charge +1) in a non-equilibrium geometry, with properties calculated with ωB97M-V/def2-TZVPD.

Total charge = +1
Kohn-Sham gap = 10.01 eV
Largest force on an atom = 2.83 eV/Å
Lowest unoccupied orbital energy = -4.8 eV
HOMO energy = -14.76 eV

```
15
Properties=species:S:1:pos:R:3:nbo_charge:R:1
C 0.678 -0.544 1.531 -0.124
N -0.264 -1.402 2.066 -0.833
H 0.631 0.500 1.822 0.216
H 1.659 -0.949 1.317 0.240
H -1.219 -1.088 1.958 0.388
H -0.123 -1.704 3.022 0.427
C -0.522 1.581 -2.077 -0.652
C -0.511 1.198 -0.601 -0.485
S 0.204 -0.496 -0.408 0.390
H -1.480 1.683 -2.570 0.255
H 0.170 1.039 -2.724 0.224
H -0.018 2.550 -2.173 0.251
H 0.221 1.810 -0.081 0.232
H -1.485 1.249 -0.139 0.258
H 0.898 -0.501 -1.567 0.214
```